1.
18
Properties=species:S:1:pos:R:3:lowdin_charge:R:1 method="wB97M-V/def2-TZVPD" smiles="CO/C=C/C#N.CN=C=O" e_homo_ev=-9.385 multiplicity=1
C -1.614 -1.399 -0.756 -0.2912
C 0.751 -1.116 1.706 -0.3197
C -1.090 -0.088 -0.563 -0.1156
C -1.670 0.749 0.350 -0.1537
C 2.054 -1.779 -0.291 -0.1152
C -0.275 2.706 -0.112 -0.0257
N -1.970 -2.451 -0.931 0.1488
N 1.548 -1.042 0.790 0.0561
O 0.019 -0.958 2.613 0.1412
O -1.333 2.004 0.617 -0.0906
H -0.225 0.139 -1.304 0.1316
H -2.522 0.307 0.730 0.1147
H 3.092 -1.555 -0.399 0.0681
H 2.075 -2.865 -0.252 0.0894
H 1.454 -1.428 -1.148 0.0750
H -0.510 3.704 0.106 0.0641
H -0.571 2.554 -1.229 0.1259
H 0.787 2.518 0.072 0.0968


2.
18
Properties=species:S:1:pos:R:3:lowdin_charge:R:1 method="wB97M-V/def2-TZVPD" smiles="O=c1cc[nH]c(=O)[nH]1.C=C" e_homo_ev=-9.780 multiplicity=1
C -1.362 -0.031 -1.044 -0.5824
C -1.715 -0.929 0.086 0.0169
C -1.371 -0.497 1.251 -0.0881
C -0.196 1.396 0.453 -0.4838
C 2.354 -0.156 -0.176 -0.1062
C 1.491 -1.069 -0.701 -0.1091
H -0.082 1.430 -1.730 0.2661
H -2.485 -1.705 -0.110 0.1409
H -1.586 -0.956 2.171 0.1172
H -0.540 0.945 2.415 0.1396
H 2.520 0.812 -0.666 0.0478
H 2.744 -0.210 0.872 0.0687
H 1.154 -1.014 -1.910 0.1391
H 1.367 -1.916 0.022 0.0582
N -0.596 0.988 -0.810 0.1613
N -0.595 0.641 1.491 0.1523
O -1.720 -0.109 -2.183 0.0723
O 0.618 2.382 0.569 -0.0108


3.
18
Properties=species:S:1:pos:R:3:lowdin_charge:R:1 method="wB97M-V/def2-TZVPD" smiles="O=c1cc[nH]c(=O)[nH]1.C=C" e_homo_ev=-9.725 multiplicity=1
C 4.517 -0.494 0.764 -0.1081
C 4.192 -0.121 -0.407 -0.1148
C -2.507 -0.287 0.196 -0.4082
C -1.583 -1.453 0.101 -0.0185
C -0.360 -1.306 -0.386 -0.1073
C -0.389 1.038 -0.188 -0.5836
H 5.320 -1.188 1.136 0.0687
H 4.176 0.262 1.579 0.0872
H 4.524 -0.511 -1.289 0.0179
H 3.395 0.684 -0.422 0.0681
H -2.304 1.676 0.044 0.1482
H -1.837 -2.590 0.465 0.1684
H 0.218 -2.254 -0.626 0.1482
H 1.258 0.087 -0.641 0.1939
N -1.712 0.897 -0.107 0.1979
N 0.155 -0.057 -0.690 0.0968
O -3.691 -0.289 0.417 0.0942
O 0.307 2.001 0.190 0.0510


4.
18
Properties=species:S:1:pos:R:3:lowdin_charge:R:1 method="wB97M-V/def2-TZVPD" smiles=N#C[C@H](O)c1ccc[nH]1.O e_homo_ev=-8.712 multiplicity=1
O 2.744 -3.943 -0.846 -0.0167
C 3.469 -2.742 -0.733 -0.3323
C 2.529 -1.591 -0.542 -0.1452
N 1.541 -0.972 -0.426 0.1556
C 4.464 -2.784 0.392 -0.2568
C 4.567 -2.120 1.601 -0.0593
C 5.373 -2.930 2.454 -0.0911
C 5.896 -3.937 1.664 -0.1192
N 5.472 -3.716 0.385 0.0651
H 2.464 -4.209 0.053 0.0714
H 3.973 -2.567 -1.697 0.1528
H 4.205 -1.117 1.814 0.1154
H 5.600 -2.759 3.503 0.0973
H 6.692 -4.648 1.868 0.1129
H 5.875 -4.134 -0.443 0.1661
O 1.669 -3.484 1.648 -0.1223
H 2.498 -3.618 2.124 0.0500
H 0.717 -3.103 1.453 0.1564


5.
19
Properties=species:S:1:pos:R:3:lowdin_charge:R:1 method="wB97M-V/def2-TZVPD" e_homo_ev="-6.825 / -9.491" multiplicity=3
C -0.939 1.929 -0.182 -0.1750
C 0.223 2.214 0.279 0.0433
C -1.432 -1.234 1.203 -0.4748
C -1.593 0.581 -0.489 -0.1289
C -0.151 -2.048 1.158 -0.0110
C 0.313 -1.012 0.031 -0.4275
N 2.348 0.130 -1.025 -0.4391
N -0.954 -0.458 0.204 -0.1060
O -2.443 -1.327 1.806 0.1264
O 3.570 0.820 -1.326 -0.0848
S 1.773 0.043 0.400 0.9569
H -1.651 2.662 -0.359 0.0735
H 0.820 3.047 0.503 0.0306
H -2.587 0.592 -0.167 0.1070
H -1.561 0.313 -1.603 0.1587
H 0.518 -2.408 1.959 0.1166
H -0.385 -3.011 0.666 0.1217
H 0.300 -1.378 -0.905 0.0809
H 3.828 0.547 -2.152 0.0316


6.
19
Properties=species:S:1:pos:R:3:lowdin_charge:R:1 method="wB97M-V/def2-TZVPD" e_homo_ev=-10.169 multiplicity=1
C 0.302 -1.481 -1.062 -0.4246
C 1.856 0.063 1.940 -0.4752
C -1.152 -1.010 -0.992 -0.0300
C -0.491 1.148 0.271 -0.1070
C 1.582 0.077 0.452 -0.1377
C -0.782 -0.456 0.296 -0.2882
N 0.507 -1.072 0.281 0.0244
N 0.868 1.204 -0.122 0.0241
O 1.641 -1.019 2.655 0.1444
O 1.084 -1.850 -1.873 0.1407
O 2.233 1.079 2.545 0.0870
H -1.440 -0.303 -1.685 0.0953
H -1.868 -1.886 -1.004 0.1510
H -1.101 1.691 -0.414 0.1128
H -0.646 1.377 1.348 0.1313
H 2.520 -0.250 -0.181 0.2060
H -1.349 -0.695 1.198 0.1462
H 0.900 0.925 -1.068 0.0975
H 1.297 -1.709 2.088 0.1020